14
Properties=species:S:1:pos:R:3:forces:R:3 method="wB97M-V/def2-TZVPD" gap_ha=0.3415 multiplicity=1 homo_ha=-0.327 e_lumo_ev=0.4 de_lowest_kcal_mol=56.5
C 0.302 0.810 1.416 0.1 -1.5 -2.0
C 1.880 2.209 0.245 -0.6 0.1 1.0
C 0.649 -0.483 1.112 -1.9 -0.4 2.9
C -1.394 -0.627 -1.031 1.5 1.7 -2.2
N 0.804 1.965 0.807 2.0 0.1 -0.8
N -2.021 -1.695 -0.912 -0.3 -0.4 0.6
O 2.869 2.638 -0.200 -0.8 -0.4 0.0
O -0.222 -0.664 -1.739 -0.5 -0.6 0.0
I 2.312 -1.142 0.072 -0.1 0.3 0.3
H -0.640 1.068 1.885 0.1 -0.6 0.5
H 0.040 -1.351 1.688 1.6 2.2 -1.6
H -1.548 0.479 -0.936 -0.7 -1.1 0.9
H -2.881 -1.603 -0.415 -0.7 0.1 0.3
H -0.149 -1.606 -1.991 0.3 0.3 0.0